Entry from OMol25: a molecular structure, C30H42N4OOsP2 (ωB97M-V/def2-TZVPD).

XYZ file:
```
80
Properties=species:S:1:pos:R:3:forces:R:3:lowdin_charge:R:1
Os 2.76224 -0.24578 0.82684 0.2 2.0 0.3 1.5917
C 4.05540 -0.69815 -1.00351 -0.6 1.0 -1.6 -0.2004
C 3.34937 0.49484 -1.28695 1.4 -1.1 -1.0 -0.1683
C 2.11172 0.54142 -2.14810 -0.1 0.4 -0.2 -0.1729
C 0.95261 -0.30954 -1.62673 -0.8 0.2 -0.1 -0.2073
C 1.10262 -0.79483 -0.20242 -0.1 -0.8 -0.4 -0.3861
C 1.79436 -2.02464 0.08020 -0.7 -0.1 0.1 -0.2772
C 2.46955 -2.75839 -1.05350 -0.1 -0.6 -0.1 -0.1736
C 3.66743 -2.01084 -1.67115 0.2 -0.4 -0.2 -0.1507
C 2.12472 -0.50044 2.73001 -0.2 -0.7 1.4 -0.2549
H 5.11761 -0.59410 -0.77818 -0.4 0.1 0.4 0.1110
H 3.84639 1.45640 -1.15002 0.0 -0.4 0.1 0.1156
H 2.31669 0.22269 -3.18699 0.4 0.2 0.4 0.1392
H 1.83800 1.60800 -2.21104 -0.1 -0.4 0.1 0.1044
H 0.03101 0.29771 -1.66428 0.7 -0.5 0.0 0.0025
H 0.74407 -1.15670 -2.30133 0.1 0.2 0.3 0.1368
H 0.34154 -0.42534 0.52959 0.7 -0.4 -0.5 -0.0046
H 1.44074 -2.65999 0.90194 0.1 0.4 -0.2 0.0952
H 1.73968 -2.97266 -1.85746 0.2 0.0 0.4 0.1239
H 2.79524 -3.74179 -0.68236 -0.1 0.4 -0.1 0.1257
H 4.53075 -2.69535 -1.66518 -0.2 0.4 0.0 0.1268
H 3.44999 -1.83066 -2.73559 0.2 0.2 0.3 0.1238
H 3.00775 -0.46010 3.40079 -0.4 0.0 -0.2 0.0344
H 1.58608 -1.43951 2.93332 0.2 0.3 -0.1 0.0129
H 1.47244 0.33569 3.02541 0.1 0.0 -0.2 0.0291
P -1.44269 -1.19985 1.33221 -2.9 -2.1 1.7 1.0955
P -1.17175 2.22478 -1.04304 -1.5 -0.3 -2.0 1.1307
N -1.72145 -2.88975 0.86246 0.7 0.0 -0.7 -0.2504
N -2.76726 -1.23628 2.50283 0.2 0.7 0.1 -0.2692
N -1.73406 1.61779 -2.59363 0.6 -0.5 -0.2 -0.3031
N -2.18107 3.72135 -1.32829 -0.5 1.2 1.2 -0.1902
C -2.24642 -0.30983 -0.07224 0.1 -0.2 -0.8 -0.3653
C -2.29618 1.24360 0.08241 -0.2 0.2 0.3 -0.3573
C -1.14697 -3.96889 1.54801 -0.4 -0.3 -0.7 -0.1451
C -1.67137 -5.15524 1.05193 0.1 1.2 0.1 -0.0691
C -2.59503 -4.80774 0.01378 0.3 1.2 0.3 -0.0685
C -2.60491 -3.42176 -0.07928 0.3 -0.6 0.1 -0.1506
C -2.57172 -0.83421 3.82883 -1.1 -0.1 -0.1 -0.1544
C -3.78019 -0.92245 4.50100 0.7 -0.1 -0.8 -0.0816
C -4.75918 -1.40982 3.57053 1.2 0.0 -0.8 -0.0669
C -4.11464 -1.60815 2.35381 0.2 0.5 1.0 -0.1203
C -0.87809 1.15533 -3.60563 -0.5 -0.4 -0.4 -0.1447
C -1.61761 0.50365 -4.57181 0.2 0.7 0.7 -0.0449
C -2.99976 0.64021 -4.21140 0.5 0.5 1.1 -0.0402
C -3.04033 1.29117 -2.98546 0.1 -0.4 -0.8 -0.1569
C -2.85766 4.22086 -2.45432 1.1 -1.2 1.2 0.0155
C -3.53960 5.38423 -2.11148 0.1 1.3 2.7 0.0391
C -3.23699 5.65480 -0.73373 -1.3 0.6 -2.5 0.0290
C -2.42039 4.62345 -0.28295 0.6 -1.4 -1.6 -0.0060
H -3.26106 -0.71558 -0.21702 0.4 0.4 0.1 0.0781
H -1.68054 -0.59403 -0.97654 -0.3 0.0 0.2 0.0668
H -3.32309 1.59923 -0.08311 0.2 -0.1 0.1 0.0829
H -2.01165 1.53345 1.10823 -0.2 0.0 -0.2 0.0699
H -0.39979 -3.78534 2.30400 -0.1 -0.1 0.1 0.0979
H -1.43485 -6.15405 1.38945 0.0 0.2 0.0 0.1026
H -3.17525 -5.48645 -0.59471 0.1 0.1 0.1 0.1023
H -3.13082 -2.76514 -0.75906 0.0 -0.2 0.1 0.0952
H -1.57964 -0.56445 4.15231 -0.1 0.1 0.1 0.0887
H -3.94319 -0.68806 5.54095 0.0 0.0 0.0 0.0979
H -5.79903 -1.60973 3.77746 0.1 0.0 0.0 0.1007
H -4.47913 -2.01005 1.42341 0.0 0.0 0.0 0.0960
H 0.18964 1.33502 -3.55250 -0.4 0.0 0.0 0.0935
H -1.20980 -0.00748 -5.43317 -0.1 0.2 0.0 0.1111
H -3.85023 0.33220 -4.80235 0.0 -0.1 0.2 0.1121
H -3.89383 1.58958 -2.39370 0.1 -0.1 0.0 0.1143
H -2.80752 3.73078 -3.41051 0.1 -0.1 -0.1 0.1331
H -4.17760 5.96125 -2.76903 0.2 0.0 0.1 0.1335
H -3.57568 6.50862 -0.15880 0.0 -0.2 -0.1 0.1314
H -1.96728 4.46090 0.67825 0.0 0.1 0.2 0.1376
C 4.99739 2.45657 2.71218 0.1 -0.1 0.0 -0.0264
C 4.85398 1.53130 1.49913 0.8 1.5 0.1 -0.5165
C 5.49601 0.15918 1.69109 0.4 0.1 0.4 -0.0535
O 3.47116 1.52800 1.21836 -0.3 -1.3 0.0 -0.3116
H 4.31229 2.11750 3.50074 0.3 0.0 -0.1 0.0916
H 4.71183 3.47052 2.43438 0.0 0.0 0.0 0.0878
H 6.02465 2.46787 3.09369 -0.2 0.0 -0.1 0.0985
H 5.35271 1.99533 0.63116 -0.1 0.1 0.2 0.1418
H 5.93352 0.06846 2.69305 -0.3 -0.2 -0.2 0.1037
H 4.78124 -0.68053 1.54742 0.6 -0.1 0.2 0.0387
H 6.32292 0.05990 0.97740 -0.3 -0.3 0.1 0.0979
```
Forces are in eV/Å.

Output
<S²>: 6.0362
highest occupied orbital energy (alpha / beta): -12.356 / -12.356 eV
2S+1: 5
total charge: +2
relative energy (zero: lowest compared OMol25 entry of this formula, charge and spin): 0.0 kcal per mole

---

Entry from OMol25: 10 unconnected molecules or ions with the total composition C25H60O10 (ωB97M-V/def2-TZVPD).

XYZ file:
```
95
Properties=species:S:1:pos:R:3:forces:R:3:lowdin_charge:R:1
C 8.36364 7.72870 7.79178 0.5 -0.4 -0.1 -0.1585
C 6.99415 7.10992 8.06802 -0.9 0.5 -0.2 -0.1544
C 6.85500 5.88699 7.12890 0.0 0.7 0.4 -0.2016
O 7.97967 5.91163 6.27171 0.5 0.1 -0.4 -0.1579
C 8.79711 7.09806 6.41144 -1.5 0.2 0.6 -0.1457
H 8.95565 7.45576 8.67760 0.6 -0.1 -0.7 0.0845
H 8.35702 8.83202 7.78458 -0.3 -0.6 -0.2 0.0738
H 6.23289 7.84455 7.78702 -0.1 -0.1 0.3 0.1026
H 6.90608 6.88162 9.15022 -0.2 0.0 -0.7 0.1114
H 5.89464 5.84784 6.57450 0.5 0.5 0.0 0.1195
H 6.86572 4.97253 7.69148 0.3 -0.6 0.4 0.0979
H 8.53341 7.81107 5.57204 0.6 -0.7 0.8 0.1355
H 9.83130 6.74232 6.37489 -0.2 0.4 -0.1 0.0966
C 7.30764 11.84792 10.70900 1.1 1.7 -1.2 -0.1132
C 8.11771 11.34889 9.46358 0.2 0.7 0.1 -0.1622
C 7.17425 11.65946 8.30622 -0.2 0.4 1.2 -0.2139
O 6.64304 12.91800 8.66185 -0.3 0.4 -0.4 -0.1531
C 6.46269 13.01064 10.08405 0.2 0.0 -0.8 -0.1734
H 7.93359 12.21768 11.54620 -0.3 -0.5 -0.5 0.1083
H 6.70066 11.02329 10.97598 -0.8 -0.6 0.7 0.0873
H 8.31720 10.29991 9.52733 0.2 -0.7 0.2 0.0629
H 9.09056 11.86515 9.29070 -0.7 -0.2 0.3 0.1218
H 6.34747 10.96825 8.19579 -0.2 -0.7 0.2 0.1136
H 7.65158 11.73317 7.35572 0.5 0.2 -0.7 0.1116
H 5.40116 13.03416 10.31898 -0.3 -0.8 0.1 0.1044
H 6.73370 14.04597 10.25868 0.8 0.0 0.8 0.1092
C 14.99216 9.78988 10.69026 0.7 -1.3 -1.7 -0.1360
C 15.07773 9.58502 9.12759 -0.2 1.2 0.3 -0.1203
C 14.72766 11.02739 8.64788 0.4 -1.8 0.7 -0.2170
O 15.28913 11.84082 9.63055 0.8 1.4 -0.1 -0.1235
C 15.05327 11.29104 10.88976 1.0 -0.1 1.7 -0.2106
H 15.80309 9.20219 11.11794 0.0 0.3 0.4 0.1071
H 14.05681 9.35737 10.95735 -0.7 -0.1 0.7 0.0606
H 14.40036 8.81332 8.75512 0.0 0.1 0.1 0.0895
H 16.07879 9.38177 8.76229 0.2 -0.3 0.2 0.1030
H 13.65028 11.11307 8.65452 -0.5 0.4 -0.4 0.1031
H 15.21970 11.24412 7.71004 -0.3 0.3 -0.3 0.1218
H 14.12714 11.66154 11.31308 -0.5 0.1 0.0 0.0883
H 15.85072 11.60638 11.65321 -0.8 -0.3 -1.4 0.1461
C 11.84751 9.14992 7.03053 -1.1 0.5 0.1 -0.1377
C 12.77985 9.88845 6.11672 1.0 -0.4 -1.2 -0.1650
C 12.19850 11.28179 5.97401 -0.4 0.7 0.2 -0.1828
O 10.86500 11.17471 6.46234 -0.7 0.6 -0.5 -0.1243
C 10.86938 10.27334 7.51647 0.0 -2.3 -0.5 -0.2014
H 12.38742 8.71491 7.82504 0.5 -0.5 1.1 0.0629
H 11.36825 8.33327 6.50408 -0.5 0.0 0.0 0.0919
H 12.78063 9.47322 5.09876 0.3 -0.3 0.4 0.1163
H 13.78522 9.79564 6.56387 -0.2 0.6 -0.7 0.0951
H 12.10421 11.66547 4.94086 0.3 -0.3 0.5 0.1305
H 12.73162 12.00172 6.59580 0.2 0.2 -0.1 0.1086
H 9.87990 9.82507 7.72138 0.4 0.7 -0.4 0.0878
H 11.21522 10.70641 8.42805 0.4 0.5 0.8 0.0901
C 13.50522 6.16921 13.25471 0.7 -1.0 0.2 -0.1766
C 13.06273 5.55097 14.58269 0.6 -1.4 -1.1 -0.1680
C 11.70684 6.14412 14.76239 -0.5 0.3 0.7 -0.2095
O 11.64514 7.36006 14.01684 0.1 0.0 -0.5 -0.1450
C 12.93641 7.52202 13.41377 0.6 1.6 0.4 -0.2126
H 13.10390 5.60831 12.41128 0.0 0.2 -0.2 0.1133
H 14.59608 6.27503 13.20035 -0.2 -0.4 -0.3 0.1230
H 13.78220 5.85527 15.31784 0.1 0.1 0.7 0.1064
H 13.00960 4.44663 14.56876 0.2 0.5 0.0 0.1247
H 11.56209 6.34051 15.80896 -0.4 0.4 0.6 0.1156
H 10.90873 5.48196 14.45640 -0.2 -0.2 -0.3 0.1020
H 13.60946 8.03750 14.16995 -0.7 0.0 -0.9 0.1437
H 12.92730 8.08591 12.45912 -0.5 -0.1 0.8 0.1078
C 8.65457 5.67641 12.20609 -0.1 1.6 -1.5 -0.0926
O 9.33649 5.38009 10.96843 0.1 -0.9 0.3 -0.1488
H 8.63847 6.77608 12.30972 0.3 -0.5 0.1 0.0788
H 7.62650 5.39595 12.11138 -0.7 -0.5 0.2 0.0752
H 9.14940 5.22801 13.02371 0.4 -0.5 1.0 0.0571
H 9.50811 4.41262 10.96191 -0.1 1.0 -0.2 0.1081
C 11.85255 5.48818 8.87028 -0.9 -0.2 0.1 -0.1346
O 11.56724 6.58557 9.72465 -1.5 0.5 0.5 -0.1853
H 12.49262 4.81471 9.42596 0.0 -0.6 -0.1 0.0711
H 10.91189 5.00737 8.52413 0.6 0.0 0.3 0.0916
H 12.38457 5.78270 7.96782 0.1 0.5 0.1 0.0747
H 10.67074 6.46245 10.18874 1.7 -0.3 -0.9 0.0684
C 11.91599 13.37544 12.04736 -1.1 0.6 -1.3 -0.1538
O 10.96936 12.28919 12.00561 0.4 -0.6 -1.0 -0.1625
H 12.15886 13.75451 11.02153 0.3 -0.7 0.6 0.0892
H 11.41838 14.27930 12.45913 0.2 -0.9 0.4 0.0822
H 12.78298 13.08772 12.62288 0.4 0.2 0.1 0.0593
H 11.21844 11.60308 11.31927 -0.1 1.3 1.1 0.0723
C 10.31704 8.90640 11.27394 -1.9 -1.5 -0.4 -0.1750
O 11.47715 9.20673 10.60882 1.8 0.7 -0.3 -0.1242
H 9.57731 8.58625 10.51684 -0.2 0.0 0.3 0.0724
H 10.37398 8.06640 11.99282 0.4 0.5 0.0 0.0689
H 9.89704 9.78146 11.73246 0.0 0.4 0.5 0.0670
H 11.75053 8.42134 10.10852 0.0 0.0 0.0 0.0434
C 8.48662 10.06908 14.53122 -0.8 -0.7 -0.4 -0.1516
O 8.61222 8.66521 14.68508 0.9 -0.5 0.2 -0.1338
H 7.54036 10.23182 14.00092 0.4 0.2 -0.3 0.0829
H 8.38339 10.58713 15.45360 0.0 0.3 1.2 0.0604
H 9.34410 10.46717 14.03544 0.4 0.5 -0.7 0.0605
H 9.56618 8.44924 14.73906 -0.7 0.1 -0.1 0.0629
```
Forces are in eV/Å.

Output
SMILES: C1CCOC1.C1CCOC1.C1CCOC1.C1CCOC1.C1CCOC1.CO.CO.CO.CO.CO
highest occupied orbital energy: -9.167 eV
relative energy (zero: lowest compared OMol25 entry of this formula, charge and spin): 0.0 kcal per mole

---

Entry from OMol25: a molecular structure, C22H45N2O2P3PbS (ωB97M-V/def2-TZVPD).

XYZ file:
```
76
Properties=species:S:1:pos:R:3:forces:R:3:lowdin_charge:R:1
P -2.48742 -2.31561 2.14281 -0.2 -0.6 1.2 0.7911
C -2.27383 -1.98761 3.91620 -0.1 0.2 0.3 -0.2510
H -3.26250 -1.99361 4.39942 0.3 0.0 0.1 0.0649
H -1.79041 -1.00808 4.07107 -0.2 -0.4 0.0 0.0416
H -1.63657 -2.76191 4.36231 -0.2 0.2 -0.1 0.0623
C -3.86829 -1.21640 1.68638 0.2 0.3 -0.1 -0.2542
H -4.14393 -1.33640 0.62794 0.0 0.0 0.3 0.0225
H -3.57270 -0.17217 1.86193 -0.2 -0.2 0.0 0.0427
H -4.72342 -1.48844 2.32503 0.1 0.2 -0.3 0.0713
C -3.29564 -3.94442 2.08384 0.2 -0.1 0.0 -0.2471
H -4.12134 -3.94153 2.80639 0.1 -0.2 -0.2 0.0661
H -2.56567 -4.72791 2.33785 -0.3 0.2 0.0 0.0633
H -3.68540 -4.13440 1.07229 0.1 0.0 0.3 0.0478
P 2.77654 -2.50491 -1.55589 0.7 -0.7 -0.3 0.7555
C 4.40579 -2.89102 -0.75888 -0.5 0.4 0.3 -0.2789
H 4.97090 -3.62515 -1.34907 -0.2 0.2 0.2 0.0608
H 4.21126 -3.28315 0.25021 0.2 0.0 -0.3 0.0447
H 4.97646 -1.95808 -0.65803 0.0 -0.3 0.0 0.0399
C 2.24218 -4.23246 -1.93892 -0.3 0.3 0.3 -0.3017
H 1.35044 -4.17024 -2.58035 0.2 -0.3 0.1 0.0206
H 1.96215 -4.72396 -0.99503 0.1 0.0 -0.4 0.0365
H 3.04570 -4.78867 -2.45039 -0.4 0.2 0.2 0.0630
C 3.36440 -2.04678 -3.23710 -0.2 0.2 0.2 -0.3255
H 4.02445 -2.81723 -3.66012 -0.1 0.3 0.0 0.0606
H 3.88378 -1.08381 -3.15241 0.0 -0.2 -0.3 0.0284
H 2.47747 -1.91680 -3.87128 0.3 0.0 -0.1 0.0113
P 0.80796 3.44342 -1.72077 -1.0 2.5 -0.3 0.8402
C 1.70428 4.79186 -0.94441 0.8 -0.2 0.4 -0.1206
H 1.06243 5.67569 -1.07103 0.0 -0.2 -0.1 0.1033
H 2.66101 4.97981 -1.44963 -0.2 -0.1 0.1 0.1004
H 1.87387 4.62543 0.12868 -0.1 0.0 -0.3 0.0871
C 0.74573 3.77043 -3.48816 0.3 -0.6 -0.3 -0.1442
H 0.33354 4.78539 -3.57923 0.1 -0.1 0.1 0.1023
H 0.07023 3.06750 -3.99578 0.2 0.2 0.1 0.0704
H 1.74465 3.73877 -3.93877 -0.2 0.0 0.0 0.0955
C -0.90454 3.60629 -1.18577 -0.4 -0.7 0.4 -0.1750
H -1.19031 4.63465 -1.47287 0.3 -0.3 -0.1 0.1056
H -1.00847 3.47009 -0.09959 0.1 0.0 -0.3 0.0177
H -1.55142 2.89643 -1.72081 0.2 0.2 0.2 0.0567
Pb -1.82660 -0.75859 -2.42999 3.2 0.0 5.4 1.4656
C -0.51098 -2.51294 0.68541 2.2 -0.5 -2.9 -0.2136
O 0.38758 -3.24159 0.60187 -2.2 1.1 1.4 -0.0236
C 1.73035 1.91957 -1.44732 3.4 -4.4 2.6 -0.0841
O 2.51144 1.06919 -1.23354 -3.5 3.8 -1.6 0.2120
C -1.86277 -0.62543 -4.81507 -0.6 0.2 -1.4 -0.1651
C -3.02512 0.00932 -4.28642 -0.7 -0.2 -1.3 -0.1834
C -3.96184 -0.75837 -3.53421 -0.5 0.1 -1.1 -0.1363
C -3.74526 -2.14647 -3.35026 -0.4 -0.1 -0.6 -0.0794
C -2.60220 -2.76327 -3.89179 -0.5 -0.6 -0.5 -0.0682
C -1.66997 -2.01290 -4.62313 0.2 0.0 -1.0 -0.0924
H -1.12044 -0.04527 -5.38309 -0.4 -0.3 0.2 0.1566
H -3.17431 1.08283 -4.43497 -0.1 -0.4 0.0 0.1524
H -4.84811 -0.28303 -3.11963 0.1 -0.1 -0.1 0.1577
H -4.49287 -2.75137 -2.84800 0.1 0.1 0.2 0.1600
H -2.47446 -3.84662 -3.81421 0.0 0.3 0.2 0.1670
H -0.81907 -2.51515 -5.09904 -0.2 0.2 0.3 0.1644
C 1.94975 -0.40897 2.60179 0.4 -0.3 -0.2 -0.0961
N 1.78291 0.88020 3.28172 -1.7 0.5 -0.9 -0.1752
C 2.09819 0.79971 4.70904 0.4 0.1 0.5 -0.0121
C 0.86901 1.74934 2.74611 1.3 0.2 2.1 -0.6613
S 0.19150 1.39966 1.21783 -0.5 0.1 -1.4 0.6769
N 0.49351 2.85746 3.46137 0.3 -0.6 -1.4 -0.1927
C 1.45039 3.65342 4.23266 0.1 0.4 0.6 -0.0382
C -0.66875 3.62908 3.01983 -0.2 -0.2 0.0 -0.0857
H 2.81528 -0.91390 3.04943 -0.3 0.1 -0.2 0.1100
H 2.10856 -0.26346 1.52700 0.1 -0.2 0.4 0.0374
H 1.04195 -1.03265 2.72812 0.5 0.3 0.0 0.0840
H 3.18611 0.65429 4.80568 -0.4 0.1 0.1 0.1216
H 1.81023 1.70991 5.23559 0.1 -0.6 0.0 0.0684
H 1.60042 -0.06709 5.17256 0.0 0.3 -0.3 0.1175
H 1.43343 4.69164 3.86766 -0.1 -0.3 0.0 0.1074
H 1.14742 3.67359 5.29342 0.3 0.1 -0.4 0.1176
H 2.47256 3.28122 4.13482 -0.3 0.0 0.0 0.1004
H -0.41982 4.29981 2.18398 0.0 0.0 0.2 0.0766
H -1.45049 2.93571 2.69394 0.1 0.3 0.2 0.0639
H -1.02093 4.23612 3.86278 0.1 -0.2 -0.2 0.1145
```
Forces are in eV/Å.

Output
highest occupied orbital energy (alpha / beta): -16.350 / -16.323 eV
total charge: +4

---

The calculation returns the following E_tot values, one per record and in order: -2235.186528 -1740.725466 -2738.643524 Eh.